C24H46ClN2O3 | ωB97M-V/def2-TZVPD

Computed properties:
strongest force on any atom = 6.41 eV/Å
highest occupied orbital energy = -0.398 Ha
electronic energy = -47262.81440 eV
frontier orbital gap = 0.244 Eh

```
! wB97M-V def2-TZVPD RIJCOSX def2/J DEFGRID3
* xyz 1 1
C -1.68760 -0.07134 2.64506
C -1.88032 -0.39497 1.01674
C -3.41684 -0.17467 0.49456
C -3.59744 -0.01901 -1.12374
C -2.29560 -0.43599 -2.02501
C -2.56157 0.22785 -3.53760
C -1.16811 0.95146 -4.00652
C -0.86614 2.40564 -3.31583
C -2.01581 2.94069 -2.27770
N -1.72537 4.35517 -1.73292
C -0.45426 4.66603 -0.91474
N -0.57675 6.15078 -0.53022
C -1.86577 6.71096 -1.09114
C -2.66822 5.53358 -1.90635
Cl -4.29959 5.52717 -2.79137
H -1.86647 1.08493 2.87975
H -0.52237 -0.23789 2.84064
H -2.31402 -0.78284 3.33173
H -1.17152 0.39755 0.47531
H -1.50833 -1.47702 0.74378
H -4.11736 -1.00386 0.98720
H -3.78465 0.85577 0.97235
H -4.47184 -0.76972 -1.43613
H -4.01513 1.05953 -1.39464
H -1.27413 0.02855 -1.67025
H -2.26830 -1.59832 -2.17082
H -3.50732 0.92951 -3.55597
H -2.80672 -0.65107 -4.30696
H -1.22485 1.11200 -5.17380
H -0.21395 0.27028 -3.78183
H 0.13874 2.30992 -2.67905
H -0.68176 3.21819 -4.13892
H -3.06697 2.94691 -2.79352
H -1.97369 2.24084 -1.31150
H 0.42118 3.93491 -0.60727
H 0.08892 6.71317 0.05389
H -2.35352 7.77367 -1.00593
C 0.69340 -2.56676 6.35969
C 1.07957 -1.40335 7.23609
C 1.63577 -0.41960 6.22984
O 0.93884 -0.64654 4.99699
C 0.20125 -1.87153 5.10921
H -0.05784 -3.22306 6.80622
H 1.58083 -3.16788 6.12849
H 0.18504 -0.98502 7.71241
H 1.79539 -1.66203 8.02043
H 2.70134 -0.59594 6.04869
H 1.50231 0.62015 6.54219
H -0.86085 -1.61559 5.18975
H 0.34771 -2.47404 4.20853
C -0.85724 -4.30128 -6.86966
C -0.62689 -2.94297 -7.48012
C -1.71111 -2.11398 -6.82676
O -1.94234 -2.67954 -5.52914
C -1.27592 -3.94770 -5.45935
H 0.01967 -4.95272 -6.90330
H -1.68060 -4.80655 -7.38843
H 0.35983 -2.56658 -7.18551
H -0.68371 -2.93585 -8.57156
H -2.64924 -2.17244 -7.38877
H -1.43029 -1.06172 -6.72502
H -0.40537 -3.83183 -4.80456
H -1.94566 -4.69263 -5.02094
C 5.58153 0.47386 3.20680
C 6.87313 -0.25867 3.46353
C 6.64260 -0.83294 4.84437
O 5.23360 -1.07193 4.96576
C 4.56665 -0.43220 3.86887
H 5.37503 0.64246 2.14689
H 5.59987 1.44680 3.71217
H 6.98985 -1.07054 2.73598
H 7.75893 0.37922 3.40916
H 6.92896 -0.11959 5.62443
H 7.18965 -1.76608 5.00699
H 4.22667 -1.21520 3.18232
H 3.69306 0.11343 4.23604
*
```


C24H46F5N4O4RuSi4Te | ωB97M-V/def2-TZVPD

Computed properties:
ΔE to the lowest compared entry with this formula, charge and spin = 0.0000 eV
strongest force on any atom = 0.38 eV/Å
highest occupied orbital energy = -0.402 Ha
electronic energy = -94756.67391 eV
frontier orbital gap = 0.263 Eh

```
! wB97M-V def2-TZVPD RIJCOSX def2/J DEFGRID3
* xyz 1 1
Ru 0.36935 1.48850 2.11269
C -1.66952 -3.60504 3.05434
Si -2.73913 -2.90725 1.68863
C -3.62222 -1.33454 2.20583
C -3.99138 -4.17449 1.10705
Si -1.35933 -2.41458 -0.16083
Te -0.71164 0.04644 0.31205
Si -2.51414 -1.93335 -2.15887
C -1.38204 -1.00216 -3.32993
C -3.00195 -3.59702 -2.87492
C -4.02590 -0.90329 -1.74764
Si 0.51687 -3.81845 -0.46287
C 1.79814 -3.58879 0.87416
C -0.19520 -5.55237 -0.44036
C 1.24889 -3.44098 -2.14747
H -2.25893 -3.74283 3.96410
H -0.83390 -2.94376 3.29396
H -1.26579 -4.57878 2.76971
H -4.31489 -1.54446 3.02516
H -4.21024 -0.91985 1.38241
H -2.92771 -0.57488 2.56741
H -4.62876 -4.48463 1.93868
H -3.50333 -5.06924 0.71428
H -4.63756 -3.77196 0.32441
H -0.51377 -1.60263 -3.60399
H -1.02367 -0.07105 -2.88479
H -1.91763 -0.74556 -4.24742
H -2.12258 -4.18435 -3.14812
H -3.60431 -3.46554 -3.77732
H -3.59219 -4.18087 -2.16567
H -3.74958 0.02375 -1.23902
H -4.71998 -1.44934 -1.10610
H -4.56017 -0.63008 -2.66099
H 1.39166 -3.77589 1.86872
H 2.20260 -2.57595 0.86505
H 2.62402 -4.28668 0.71059
H -0.59591 -5.80823 0.54217
H 0.58662 -6.27737 -0.67989
H -0.99558 -5.67525 -1.17318
H 1.53107 -2.38926 -2.22716
H 0.53965 -3.66232 -2.94769
H 2.14070 -4.04953 -2.31859
N -0.48264 3.27798 1.21022
C -0.92550 4.27815 0.83557
N -1.42487 5.40618 0.41306
C -1.09830 6.68705 1.05827
C -0.49233 7.61377 0.01837
O -1.34896 7.73408 -1.10106
C -1.52934 6.49435 -1.75484
C -2.20367 5.49518 -0.82960
H -0.40892 6.50624 1.88090
H -2.02034 7.11773 1.45429
H 0.48758 7.23230 -0.29734
H -0.36464 8.61286 0.43053
H -0.56019 6.09972 -2.08834
H -2.15211 6.68182 -2.62771
H -2.26351 4.50789 -1.28468
H -3.21175 5.83465 -0.58174
F 1.27299 -1.25763 2.80701
C 1.08885 0.02393 3.27403
F 2.28180 0.35492 3.87552
C 0.02820 -0.03673 4.39157
F -0.53503 1.23438 4.42229
F -0.96765 -0.86998 4.08483
F 0.45087 -0.31611 5.60708
C 2.49613 2.14010 -2.65444
C 3.23788 0.84492 -2.35120
C 3.45343 0.60473 -0.84437
C 4.13863 -0.76292 -0.60131
C 4.46271 -1.03685 0.86261
C 4.38806 1.69261 -0.30886
O 5.46156 1.89678 -0.80235
N 3.97358 2.43860 0.80072
C 2.77062 2.27947 1.40915
O 2.36360 2.87310 2.39562
N 1.88319 1.36934 0.86320
C 2.12515 0.59536 -0.14617
O 1.21388 -0.19722 -0.56694
H 2.37042 2.26432 -3.72897
H 3.04585 3.01014 -2.28811
H 1.49884 2.15034 -2.20488
H 4.22481 0.85190 -2.81324
H 2.69086 -0.01185 -2.74726
H 5.04986 -0.76482 -1.20089
H 3.47603 -1.53365 -1.00129
H 5.18802 -0.31982 1.25176
H 4.90051 -2.02754 0.97421
H 3.57407 -1.00039 1.49992
H 4.63116 3.10453 1.18633
*
```